Computed, not measured: a structure of composition C19H38Ag2N2O5Zn at a distorted geometry, with ωB97M-V/def2-TZVPD.

```
67
Properties=species:S:1:pos:R:3:forces:R:3:mulliken_charge:R:1
Ag -3.464 3.384 -3.642 0.5 -0.6 0.4 0.75
Ag 0.549 4.423 -3.519 0.0 -0.4 0.0 0.69
Zn -1.673 4.519 -0.884 0.1 -1.1 -0.1 0.57
O -0.194 3.199 -1.589 6.0 -0.3 2.2 -0.86
O -2.162 2.670 -1.607 -3.4 -2.8 1.0 -0.86
O -2.782 -0.280 -0.941 -0.5 0.2 -0.2 -0.49
O -1.075 2.671 -3.456 0.9 -2.7 -2.8 -0.94
O 2.468 2.485 -1.080 -0.5 -1.3 0.4 -0.39
N 2.784 1.277 -0.511 2.3 1.3 -0.3 1.46
N -2.923 -0.859 0.338 0.4 0.2 1.2 0.71
C 4.675 2.231 0.922 0.1 1.0 -1.3 -1.76
C 2.058 -0.065 -2.381 -0.8 2.0 -0.8 -1.62
C 3.266 0.285 -1.502 -0.7 -2.7 0.7 1.10
C -5.105 -1.822 -0.273 0.0 -0.6 -0.4 -1.60
C -4.387 -1.701 2.180 2.1 -2.0 -0.9 -0.91
C 4.443 0.836 -2.289 0.1 -0.2 -0.8 -1.59
C -0.557 -0.872 0.668 -0.2 0.2 -0.4 -1.92
C -4.996 0.275 1.090 0.2 1.8 -1.6 -1.98
C 4.325 -0.895 0.613 0.0 -0.1 -1.2 -0.75
C -1.626 -2.867 -0.478 -0.5 -0.2 -0.1 -1.78
C -1.834 -1.795 0.583 2.0 1.7 1.1 1.70
C 3.605 -1.048 -0.752 0.4 0.4 1.5 -0.96
C -4.297 -1.054 0.768 -1.9 0.1 1.3 1.33
C -3.366 -2.835 2.300 -0.6 -0.2 0.1 -0.93
C -1.013 2.432 -2.225 -4.0 7.7 -0.6 1.81
C 2.235 2.188 1.684 -0.1 0.9 -0.4 -1.63
C 3.326 1.448 0.857 0.0 0.0 1.8 1.09
C -1.947 -2.352 2.031 -1.0 -1.6 -1.0 -1.04
C 3.586 0.090 1.500 0.1 -0.9 -0.3 -0.86
H 2.009 3.212 1.374 0.4 0.0 -0.6 0.43
H -5.222 0.776 0.139 0.0 0.2 0.0 0.37
H 2.559 2.382 2.705 0.0 -0.8 0.1 0.46
H 4.893 0.063 -2.914 -0.2 -0.5 0.4 0.44
H 4.360 -1.875 1.091 -0.2 0.0 0.0 0.45
H -0.669 -0.131 1.463 -0.1 -0.2 0.3 0.60
H -2.478 -3.536 -0.353 0.1 -0.3 -0.6 0.38
H -4.378 0.977 1.656 0.4 -0.3 0.0 0.41
H 4.656 3.071 0.225 -0.1 0.1 0.1 0.38
H 5.586 1.694 0.659 -0.4 -0.6 0.0 0.33
H 5.384 -0.679 0.452 0.0 0.5 0.1 0.36
H -1.369 -3.278 2.008 0.6 0.3 0.4 0.47
H -0.701 -3.445 -0.438 0.0 0.0 0.8 0.44
H -4.074 -1.021 2.972 -0.8 0.4 0.0 0.35
H 2.667 -1.535 -0.482 -0.1 -0.1 -0.5 0.26
H -0.432 -0.254 -0.227 0.0 -0.3 -0.3 -0.20
H -4.635 -2.790 -0.457 0.0 -0.1 0.0 0.33
H -1.613 -1.665 2.805 0.1 0.1 -0.2 0.37
H -3.517 -3.293 3.280 0.5 0.1 0.2 0.38
H -5.328 -2.235 2.298 -0.5 0.9 0.2 0.46
H -3.654 -3.645 1.623 0.2 0.1 -0.3 0.37
H 1.152 -0.402 -1.877 0.5 -0.7 0.5 0.17
H 4.867 2.644 1.911 -0.5 -0.2 0.1 0.47
H -5.939 0.304 1.635 0.0 -1.0 0.0 0.36
H 1.489 2.528 -0.971 -0.3 0.7 -0.3 0.26
H -2.680 0.656 -0.729 -0.1 0.0 -0.2 0.20
H 4.221 -1.704 -1.363 -0.3 0.1 -0.4 0.50
H 1.697 0.894 -2.777 0.1 0.0 -0.5 0.36
H -1.564 -2.451 -1.484 -0.6 0.2 0.0 0.34
H 4.220 0.163 2.383 -0.5 0.6 0.3 0.38
H 0.368 -1.430 0.829 -0.1 -0.2 0.0 0.42
H 2.276 -0.665 -3.261 0.3 -0.3 0.3 0.44
H 1.266 1.692 1.622 0.2 -0.4 0.4 0.16
H -5.134 -1.322 -1.242 0.2 0.2 0.1 0.28
H -6.148 -2.023 -0.024 0.1 0.2 0.4 0.45
H 2.615 -0.333 1.770 0.1 -0.2 0.2 0.34
H 5.244 1.177 -1.637 -0.1 0.5 -0.2 0.34
H 4.087 1.513 -3.066 0.2 0.7 0.5 0.35
```
Forces are in eV/Å.

Calculated values
total energy: -3304.86726 a.u.
HOMO level (alpha / beta): -12.230 / -12.223 eV
Kohn-Sham gap (alpha / beta): 4.46 / 3.14 eV
multiplicity: 3
F_max: 0.1694 Eh/bohr
total charge: +2



Computed, not measured: the molecule CH4INP2 at a distorted geometry, with ωB97M-V/def2-TZVPD.

```
9
Properties=species:S:1:pos:R:3:forces:R:3:mulliken_charge:R:1
I -0.403 1.256 -2.404 -0.2 -1.2 0.8 -0.38
P -1.004 1.835 1.281 0.0 0.8 0.8 0.16
P -0.975 -0.795 -0.186 0.8 0.6 -1.3 0.18
N -1.038 0.313 0.990 -0.1 0.5 -0.2 -0.09
C 0.838 -1.224 0.054 -1.1 -1.8 -1.1 -0.81
H 1.105 -2.012 -0.795 -0.2 2.1 1.7 0.27
H 1.194 -0.186 -0.044 1.0 -1.0 0.2 0.31
H 0.920 -1.748 1.057 0.2 1.0 -1.1 0.32
H -0.637 2.561 0.047 -0.2 -0.9 0.2 0.04
```
Forces are in eV/Å.

Calculated values
total energy: -1075.60749 a.u.
SMILES string: [H]/P=N\P(C)I
HOMO level: -8.602 eV
Kohn-Sham gap: 7.17 eV
F_max: 0.0526 Eh/bohr



Computed, not measured: a cluster of 4 separate species, H8O4 in total at a distorted geometry, with ωB97M-V/def2-TZVPD.

```
12
Properties=species:S:1:pos:R:3:forces:R:3:mulliken_charge:R:1
O 16.356 -3.865 -4.178 0.6 0.7 0.5 -0.23
O 13.002 -6.761 -5.218 0.5 0.2 -0.4 -0.61
O 15.448 -4.381 -6.966 1.3 -0.5 1.3 -0.44
O 14.237 -1.941 -7.765 0.4 -0.6 0.4 -0.68
H 13.607 -1.675 -8.435 -0.1 0.0 -0.4 0.34
H 14.652 -4.787 -6.623 -0.8 -0.8 0.1 0.37
H 12.475 -6.049 -5.581 -0.5 0.1 -0.1 0.33
H 15.147 -3.570 -7.374 -0.6 1.7 -1.1 0.45
H 13.365 -6.403 -4.408 -0.1 -0.2 0.5 0.31
H 13.892 -1.575 -6.951 -0.1 0.3 0.2 0.33
H 15.426 -3.881 -3.953 -1.0 -0.1 0.7 0.40
H 16.379 -4.050 -5.117 0.4 -0.9 -1.7 0.43
```
Forces are in eV/Å.

Calculated values
total energy: -305.32145 a.u.
HOMO level (alpha / beta): -15.792 / -15.648 eV
Kohn-Sham gap (alpha / beta): 11.21 / 3.61 eV
multiplicity: 2
F_max: 0.0402 Eh/bohr
total charge: +1